1.
{"formula": "C41H57N2O4P2Si2Ti", "method": "ωB97M-V/def2-TZVPD", "species": ["Ti", "C", "C", "C", "P", "C", "C", "C", "C", "C", "C", "C", "C", "C", "N", "C", "C", "C", "C", "C", "C", "P", "C", "C", "C", "C", "C", "C", "H", "H", "H", "H", "H", "H", "H", "H", "H", "H", "H", "H", "H", "H", "H", "H", "H", "H", "H", "H", "H", "H", "H", "H", "H", "H", "H", "H", "H", "H", "H", "H", "H", "H", "H", "H", "O", "C", "O", "C", "C", "C", "C", "C", "N", "C", "O", "O", "H", "H", "H", "H", "H", "C", "Si", "C", "C", "C", "C", "C", "C", "C", "Si", "C", "C", "H", "H", "H", "H", "H", "H", "H", "H", "H", "H", "H", "H", "H", "H", "H", "H"], "positions_angstrom": [[-0.42599, -0.06269, 0.15331], [-0.55110, -1.45257, -4.75248], [0.00498, -0.03311, -4.81958], [1.41430, -0.02686, -5.41071], [-0.04372, 0.84599, -3.16645], [0.30683, 2.59068, -3.72907], [1.79965, 2.84208, -3.47510], [-0.52032, 3.66030, -3.01666], [-1.85426, 0.75195, -2.87031], [-2.78795, 1.49985, -3.59096], [-4.14431, 1.39356, -3.34549], [-4.59856, 0.50908, -2.37386], [-3.69447, -0.26829, -1.67786], [-2.32308, -0.16694, -1.92000], [-1.40726, -1.02470, -1.22777], [-1.40140, -2.39511, -1.56155], [-2.46222, -3.04853, -2.19361], [-2.37113, -4.39165, -2.51751], [-1.22823, -5.12441, -2.23056], [-0.16263, -4.48276, -1.62219], [-0.23705, -3.13488, -1.28621], [1.10897, -2.15541, -0.58582], [2.02109, -3.18275, 0.67126], [1.08154, -4.15495, 1.39409], [3.26415, -3.93518, 0.20014], [2.19003, -1.80212, -2.05097], [3.30997, -0.82225, -1.70977], [2.68401, -2.98674, -2.87894], [-0.52987, -1.90016, -5.74794], [0.03438, -2.09604, -4.09294], [-1.58282, -1.46650, -4.40553], [-0.64996, 0.55256, -5.47518], [2.12901, -0.51125, -4.74023], [1.42221, -0.57695, -6.35345], [1.77188, 0.98194, -5.61521], [0.11547, 2.64021, -4.80592], [1.99553, 2.88173, -2.40197], [2.43214, 2.05839, -3.89428], [2.10410, 3.79399, -3.91463], [-1.49754, 3.81432, -3.46648], [0.00683, 4.61609, -3.05383], [-0.68742, 3.40520, -1.97026], [-2.44524, 2.16424, -4.37276], [-4.84532, 1.98855, -3.91535], [-5.65825, 0.41483, -2.17375], [-4.03396, -0.99107, -0.95062], [-3.36108, -2.51106, -2.45454], [-3.20980, -4.87096, -3.00556], [-1.16461, -6.17213, -2.48889], [0.74589, -5.03522, -1.41881], [2.34864, -2.42535, 1.38821], [0.97807, -5.07914, 0.82658], [1.49405, -4.41037, 2.37149], [0.07546, -3.76507, 1.52417], [3.01039, -4.71754, -0.51502], [4.00676, -3.28116, -0.25305], [3.73166, -4.41753, 1.06126], [1.47325, -1.24892, -2.66267], [3.99893, -1.21839, -0.95962], [3.89131, -0.60318, -2.60817], [2.88894, 0.11645, -1.34782], [3.50881, -3.51009, -2.40283], [1.88881, -3.70180, -3.08726], [3.04718, -2.61668, -3.84075], [-0.97989, -2.46565, 3.71617], [-0.60128, -1.70649, 2.71297], [-1.23342, -1.61319, 1.66094], [0.66848, -0.97368, 2.83669], [1.68138, -1.20108, 3.71030], [2.92959, -0.54375, 3.41999], [3.06964, 0.28110, 2.35596], [1.90592, 0.60134, 1.55213], [0.74594, -0.10875, 1.80745], [1.77630, 1.52584, 0.57266], [2.73713, 2.31282, 0.01621], [0.47024, 1.87571, 0.16189], [-1.80876, -2.91414, 3.48565], [1.57651, -1.89523, 4.52937], [3.78105, -0.73432, 4.05927], [4.01976, 0.75351, 2.14578], [3.53146, 1.79470, -0.15734], [0.38127, 3.37841, 2.63613], [-0.07028, 3.42142, 0.83614], [0.92569, 4.77911, 0.05488], [-1.88260, 3.55474, 0.43284], [-2.26442, 4.75875, -0.16950], [-3.58933, 5.03284, -0.47344], [-4.56037, 4.09522, -0.17374], [-4.19981, 2.89436, 0.42191], [-2.87391, 2.59585, 0.74204], [-2.48429, 0.89839, 1.49254], [-4.07526, -0.12292, 1.52759], [-2.06153, 1.03018, 3.34286], [-0.09273, 4.23214, 3.12738], [1.46117, 3.49083, 2.74956], [0.07036, 2.47939, 3.15958], [1.97550, 4.65517, 0.31744], [0.59852, 5.74190, 0.45389], [0.84690, 4.81390, -1.02916], [-1.51658, 5.50056, -0.42036], [-3.85475, 5.97195, -0.94086], [-5.60001, 4.29373, -0.40084], [-4.98065, 2.18042, 0.64928], [-4.61194, 0.10420, 2.45206], [-3.84018, -1.18874, 1.53041], [-4.75237, 0.07154, 0.70070], [-2.35373, 2.01125, 3.72293], [-1.01515, 0.87588, 3.59840], [-2.64668, 0.28842, 3.89113]], "total_charge": 1, "multiplicity": 1, "e_homo_ha": -0.3412}

=====

2.
{"formula": "C10H31N8O8V", "method": "ωB97M-V/def2-TZVPD", "species": ["O", "V", "O", "C", "C", "C", "O", "H", "H", "H", "H", "H", "H", "H", "C", "O", "N", "N", "H", "H", "H", "H", "C", "O", "N", "N", "H", "H", "H", "H", "C", "O", "N", "N", "H", "H", "H", "H", "C", "O", "N", "N", "H", "H", "H", "H", "C", "C", "C", "O", "H", "H", "H", "H", "H", "H", "H", "H"], "positions_angstrom": [[-1.01195, -0.30619, 1.76081], [0.07519, 0.69804, 1.26690], [-0.45068, 2.01118, 0.56538], [5.31341, 1.07066, 4.35742], [5.31854, 0.32947, 2.99399], [5.00462, -1.10091, 3.20908], [4.29975, 0.90865, 2.25371], [5.53506, 2.13414, 4.26803], [6.08887, 0.65696, 5.00210], [4.29735, 1.04548, 4.75123], [6.29171, 0.33831, 2.50311], [5.09457, -1.74684, 2.33571], [3.98317, -1.23536, 3.56497], [5.65876, -1.54853, 3.95731], [-3.42501, -5.86422, 0.97573], [-3.41639, -5.34087, -0.11860], [-3.45119, -7.16627, 1.14231], [-3.22070, -5.19741, 2.02276], [-3.65176, -7.38044, 2.10875], [-3.60061, -7.90697, 0.47213], [-3.15014, -5.69023, 2.90154], [-3.10784, -4.21477, 1.81834], [0.00039, 2.44135, 6.52877], [-0.12025, 2.24470, 5.34223], [0.29085, 1.42390, 7.38665], [-0.39407, 3.51953, 7.11491], [0.17410, 0.49111, 7.01739], [0.65264, 1.61110, 8.31086], [-0.62776, 3.36884, 8.08588], [-0.57838, 4.34669, 6.56543], [1.74353, -1.91666, -3.03480], [1.24479, -1.60769, -1.94120], [1.32034, -2.62632, -4.05270], [2.80079, -1.34446, -3.45283], [0.38028, -2.88467, -3.78881], [2.07143, -3.10501, -4.52895], [3.06990, -0.47399, -3.01699], [3.15394, -1.45417, -4.39270], [1.85842, 3.20672, -6.55786], [0.94964, 3.07185, -7.29835], [3.06178, 3.40086, -7.03143], [1.68959, 3.22669, -5.26590], [3.21926, 3.30438, -8.02441], [3.71153, 3.40703, -6.25820], [2.39236, 3.65756, -4.68231], [0.75110, 3.20689, -4.89316], [-6.39765, 1.00882, -2.37431], [-4.98256, 1.60554, -2.34346], [-3.89137, 0.80979, -3.03184], [-4.97259, 2.82246, -2.88545], [-7.02945, 1.73219, -1.85887], [-6.45071, 0.06390, -1.83357], [-6.78971, 0.92553, -3.38794], [-4.76664, 1.69357, -1.27869], [-4.00005, -0.23463, -2.73949], [-2.90131, 0.97487, -2.60683], [-3.81938, 0.86677, -4.11797], [-5.28949, 2.72109, -3.78595]], "total_charge": 0, "multiplicity": 1, "e_homo_ha": -0.2443}

=====

3.
{"formula": "C5H23NO8", "method": "ωB97M-V/def2-TZVPD", "species": ["C", "O", "C", "C", "C", "C", "O", "N", "H", "H", "H", "H", "H", "H", "H", "H", "H", "H", "H", "H", "H", "O", "H", "H", "O", "H", "H", "O", "H", "H", "O", "H", "H", "O", "H", "H", "O"], "positions_angstrom": [[1.69420, 2.37947, -1.48856], [1.69166, 3.60864, -1.91560], [0.11817, 1.82480, -1.72559], [-0.14090, 0.53170, -1.10606], [0.08783, -0.77666, -2.04377], [0.87032, -1.86416, -1.19646], [0.09616, -2.45896, -0.14914], [-0.78733, 2.93285, -1.34332], [2.22533, 1.67261, -2.10867], [2.11569, 2.38224, -0.47421], [-0.09098, 1.81328, -2.89045], [0.66827, 0.52440, -0.29378], [-1.20741, 0.37384, -0.67876], [-0.94918, -1.10195, -2.15440], [0.61406, -0.49816, -2.97051], [1.67939, -1.39241, -0.59723], [1.17862, -2.68181, -1.91280], [-0.35424, 3.85234, -1.53003], [-1.05842, 3.05450, -0.37033], [0.18087, 1.50217, 2.28300], [1.25473, 2.20187, 1.20904], [0.90940, 2.06676, 2.10829], [-0.03269, -3.22119, 2.77795], [-0.90138, -1.88331, 2.40986], [-0.91382, -2.83401, 2.57294], [-2.57961, -1.61837, 0.54318], [-0.64114, -1.82231, 0.26628], [-1.88989, -1.20428, 0.93426], [2.48307, -0.50812, 1.22819], [1.89454, 0.75640, 2.02460], [2.70905, 0.20983, 1.79283], [-2.04412, 1.65223, 1.71002], [-1.59004, 0.03521, 1.76270], [-1.44915, 0.99683, 2.11074], [-2.40715, -3.64022, 1.01844], [-1.31835, -3.12621, 0.09410], [-2.11556, -3.73984, 0.10324]], "total_charge": -2, "multiplicity": 1, "e_homo_ha": -0.0041}

=====

Taking the records one at a time from the top gives max |F| values of 0.0056 0.1500 0.0948 hartree/bohr.
Taking the records one at a time from the top gives energy relative to the best compared isomer or geometry (same formula, charge and spin) values of 0.0 245.6 57.3 kcal per mole.
Taking the records one at a time from the top gives E_tot values of -4118.1116 -2383.3689 -860.8633 Ha.